56
Properties=species:S:1:pos:R:3:nbo_charge:R:1 method="wB97M-V/def2-TZVPD" gap_ha=0.316 smiles="CCP(CC)COC[C@H](OCC[C@H](C)O)[C@H](C)F.O=C1OCCO1" homo_energy_ev=-8.00 max_force_ev_per_a=1.81 charge=0 e_tot_ha=-1521.44522
C -4.90 3.01 1.41 -0.604
C -4.69 3.28 -0.08 -0.698
P -3.76 1.99 -1.03 0.719
C -3.53 0.48 -0.02 -0.716
C -3.24 -0.74 -0.92 -0.608
C -2.10 2.65 -1.51 -0.361
O -1.07 2.55 -0.54 -0.562
C -0.27 1.41 -0.72 -0.087
C 0.73 1.28 0.41 0.068
O 1.60 0.19 0.20 -0.521
C 1.03 -1.11 0.27 -0.058
C 1.51 -1.92 1.46 -0.449
C 3.02 -1.99 1.61 0.101
C 3.37 -3.26 2.39 -0.620
O 3.55 -0.88 2.33 -0.706
C 0.08 1.27 1.80 0.188
C -0.49 2.62 2.20 -0.635
F 1.10 0.99 2.71 -0.371
H -4.07 3.39 1.99 0.207
H -5.80 3.51 1.75 0.210
H -5.04 1.97 1.64 0.200
H -4.24 4.26 -0.19 0.230
H -5.66 3.34 -0.56 0.226
H -4.49 0.30 0.45 0.235
H -2.79 0.56 0.78 0.210
H -2.54 -1.39 -0.40 0.204
H -2.79 -0.45 -1.86 0.208
H -4.14 -1.31 -1.07 0.220
H -2.22 3.70 -1.76 0.217
H -1.82 2.15 -2.43 0.196
H -0.90 0.52 -0.84 0.169
H 0.30 1.51 -1.65 0.176
H 1.36 2.17 0.38 0.196
H -0.06 -1.10 0.26 0.167
H 1.33 -1.64 -0.62 0.174
H 1.13 -2.93 1.32 0.208
H 1.06 -1.55 2.38 0.211
H 3.53 -2.00 0.65 0.170
H 2.84 -4.11 1.98 0.206
H 3.00 -3.13 3.40 0.194
H 4.43 -3.47 2.37 0.217
H 3.29 -0.98 3.25 0.458
H -0.66 0.48 1.88 0.153
H -1.52 2.72 1.89 0.223
H -0.38 2.73 3.26 0.225
H 0.13 3.38 1.75 0.212
C 3.49 -1.61 -3.72 -0.100
C 4.11 -2.21 -2.48 -0.104
O 3.29 -3.35 -2.24 -0.495
C 2.72 -3.71 -3.42 0.966
O 2.11 -4.72 -3.60 -0.565
O 2.93 -2.76 -4.36 -0.490
H 4.20 -1.12 -4.37 0.205
H 2.68 -0.91 -3.49 0.186
H 5.14 -2.53 -2.64 0.187
H 4.08 -1.53 -1.63 0.210